(P)
Below is a cluster of 2 separate species, C4H8O2 in total, with properties calculated with the ωB97M-V functional and the def2-TZVPD basis.

Structure (ORCA input):
```
! wB97M-V def2-TZVPD RIJCOSX def2/J DEFGRID3
* xyz 0 1
O -0.5926 0.5478 2.0410
C -0.1557 1.0829 0.9008
C -0.4211 1.7368 -0.1826
C 1.0386 1.3480 0.0627
H 0.1566 0.1330 2.4894
H -1.0801 2.2918 -0.8290
H 1.7589 2.1131 0.3722
H 1.4799 0.5425 -0.5341
C -0.3178 -1.9337 -0.5422
O -0.2903 -1.0871 -1.6672
H 0.3429 -1.5803 0.2659
H 0.0417 -2.9136 -0.8666
H -1.3293 -2.0543 -0.1275
H -0.6317 -0.2269 -1.3830
*
```

Computed properties:
LUMO energy: 0.606 eV
SMILES: OC1=CC1.CO
gap between HOMO and LUMO: 9.746 eV

Löwdin population analysis, charges in e, atoms 1 to 5: 0.10 -0.38 0.01 -0.09 0.12



(Q)
Below is the molecule C4H8O2, with properties calculated with the ωB97M-V functional and the def2-TZVPD basis.

Structure (ORCA input):
```
! wB97M-V def2-TZVPD RIJCOSX def2/J DEFGRID3
* xyz 0 1
C 0.7905 1.1888 0.3100
C -0.2985 0.1093 0.3999
C 0.0837 -0.8629 1.4946
O -0.0717 -0.6424 2.6710
C -0.4966 -0.6228 -0.9209
O -0.6166 0.3394 -1.9469
H 0.8701 1.7152 1.2669
H 0.5461 1.9049 -0.4782
H 1.7651 0.7474 0.0711
H -1.2345 0.5909 0.6988
H 0.5683 -1.8065 1.1529
H 0.3633 -1.2928 -1.0962
H -1.3960 -1.2586 -0.8639
H -0.8732 -0.1099 -2.7593
*
```

Computed properties:
LUMO energy: 0.715 eV
SMILES: C[C@H](C=O)CO
gap between HOMO and LUMO: 10.559 eV

Löwdin population analysis, charges in e, atoms 1 to 5: -0.05 -0.33 -0.24 0.06 -0.26



Verdict on stability: (P) comes out at the bottom.



(P)
Below is a cluster of 2 separate species, C4H8O2 in total, with properties calculated with the ωB97M-V functional and the def2-TZVPD basis.

Structure (ORCA input):
```
! wB97M-V def2-TZVPD RIJCOSX def2/J DEFGRID3
* xyz 0 1
C 1.1541 0.3890 0.1477
C -0.2032 -0.0073 -0.1518
C -1.3109 0.9987 -0.0863
C -0.3867 -1.4949 -0.4370
O 0.9104 0.5024 -1.1491
O 2.2931 -0.2760 0.5259
H 0.9014 2.1542 1.1233
H -2.0240 1.0051 -1.0258
H -0.8083 1.9863 0.1997
H -1.8919 0.6619 0.8005
H -0.6879 -1.8248 -1.4978
H -1.1245 -1.8547 0.2875
H 0.6519 -1.8355 -0.2027
H 2.5265 -0.4044 1.4658
*
```

Computed properties:
LUMO energy (spin up / spin down): 0.541 / 0.541 eV
gap between HOMO and LUMO (spin up / spin down): 9.017 / 9.016 eV

Löwdin population analysis, charges in e, atoms 1 to 5: -0.46 -0.41 -0.06 -0.01 0.06



(Q)
Below is a cluster of 2 separate species, C4H8O2 in total, with properties calculated with the ωB97M-V functional and the def2-TZVPD basis.

Structure (ORCA input):
```
! wB97M-V def2-TZVPD RIJCOSX def2/J DEFGRID3
* xyz 0 1
C 2.2498 0.0650 -0.2273
O 1.1011 -0.3153 -0.9857
C -0.2054 -0.0118 -0.5373
C -1.9340 -0.9771 0.2962
C -0.4261 1.1503 0.3458
O -1.5119 1.3274 0.8550
H 3.1275 -0.4649 -0.6271
H 2.4608 1.1408 -0.3061
H 2.1186 -0.2049 0.8199
H -0.7990 -0.0737 -1.4265
H -2.0553 -1.7268 -0.4718
H -1.6254 -1.3416 1.2709
H -2.8929 -0.4179 0.4144
H 0.3923 1.8505 0.5795
*
```

Computed properties:
LUMO energy: 0.137 eV
gap between HOMO and LUMO: 8.778 eV

Löwdin population analysis, charges in e, atoms 1 to 5: -0.10 -0.15 -0.14 0.05 -0.26



Verdict on stability: (P) comes out at the bottom.



(P)
Below is a structure of composition C4H8O2, with properties calculated with the ωB97M-V functional and the def2-TZVPD basis.

Structure (ORCA input):
```
! wB97M-V def2-TZVPD RIJCOSX def2/J DEFGRID3
* xyz 0 1
C -1.6979 -0.4208 -0.3898
C -0.3096 -0.2021 -0.5617
O -0.4075 1.5191 0.2627
C 0.7232 -0.8366 0.3262
C 1.8679 0.1231 0.6010
O 2.8320 0.2129 -0.1182
H -1.4680 0.8619 0.1442
H -2.3379 -0.3603 -1.2666
H -2.0079 -1.1239 0.3807
H 0.0678 0.1357 -1.5258
H -0.3644 2.2300 -0.3990
H 1.1232 -1.7135 -0.1974
H 0.2551 -1.1600 1.2617
H 1.7448 0.7621 1.4949
*
```

Computed properties:
LUMO energy: 0.879 eV
gap between HOMO and LUMO: 9.824 eV

Löwdin population analysis, charges in e, atoms 1 to 5: -0.10 -0.21 -0.17 -0.14 -0.27



(Q)
Below is the molecule C4H8O2, with properties calculated with the ωB97M-V functional and the def2-TZVPD basis.

Structure (ORCA input):
```
! wB97M-V def2-TZVPD RIJCOSX def2/J DEFGRID3
* xyz 0 1
C 1.2733 -1.3158 0.0743
C 1.1514 1.0579 -0.3087
O 0.2150 -0.6041 -0.6754
C -1.0928 -0.3516 -0.0747
C -1.0935 1.1546 0.2698
O 0.2409 1.3699 0.6588
H 1.6123 -0.8336 1.0108
H 2.1764 -1.3798 -0.5613
H 0.8821 -2.3048 0.2680
H 0.8117 1.4891 -1.2802
H -1.9301 -0.5828 -0.7617
H -1.2131 -0.9566 0.8262
H -1.7556 1.4101 1.1057
H -1.3422 1.7691 -0.6086
*
```

Computed properties:
LUMO energy: 0.946 eV
gap between HOMO and LUMO: 8.729 eV

Löwdin population analysis, charges in e, atoms 1 to 5: -0.08 0.01 -0.25 -0.12 -0.18



Verdict on stability: (Q) comes out at the bottom.



(P)
Below is the molecule CH4NO3P, with properties calculated with the ωB97M-V functional and the def2-TZVPD basis.

Structure (ORCA input):
```
! wB97M-V def2-TZVPD RIJCOSX def2/J DEFGRID3
* xyz 0 1
O 1.8805 1.0499 0.8706
P 1.0535 -0.1013 0.2681
O 1.6277 -0.7481 -1.0611
C -0.6026 -0.7492 0.6492
N -0.5772 0.2188 -0.4195
O -1.2850 1.3597 -0.0640
H 0.7430 -1.1505 -1.5368
H -0.8305 -0.2326 1.5362
H -0.9864 -1.6951 0.4023
H -1.0230 2.0484 -0.6450
*
```

Computed properties:
LUMO energy: -0.100 eV
SMILES: O=[P@@]1(O)CN1O
gap between HOMO and LUMO: 8.900 eV

Löwdin population analysis, charges in e, atoms 1 to 5: -0.33 0.67 -0.21 -0.18 -0.30



(Q)
Below is the molecule CH4NO3P, with properties calculated with the ωB97M-V functional and the def2-TZVPD basis.

Structure (ORCA input):
```
! wB97M-V def2-TZVPD RIJCOSX def2/J DEFGRID3
* xyz 0 1
O 1.3199 1.4672 0.1726
N 0.6658 0.4382 0.0714
O 1.4120 -0.7326 0.6843
C 0.0096 0.1210 -1.0869
P -1.3158 0.7073 0.0613
O -1.8406 -0.8194 0.5426
H 1.9066 -0.3003 1.2831
H 0.1225 0.8178 -1.9969
H -0.2946 -1.0012 -1.1541
H -1.9854 -0.6979 1.4226
*
```

Computed properties:
LUMO energy (spin up / spin down): -0.178 / -0.178 eV
SMILES: [O-][N@+]1(O)CP1O
gap between HOMO and LUMO (spin up / spin down): 8.164 / 8.164 eV

Löwdin population analysis, charges in e, atoms 1 to 5: -0.11 -0.58 0.04 -0.31 1.05



Verdict on stability: (Q) comes out at the bottom.



(P)
Below is a cluster of 6 separate species, C12H36O6S6 in total, with properties calculated with the ωB97M-V functional and the def2-TZVPD basis.

Structure (ORCA input):
```
! wB97M-V def2-TZVPD RIJCOSX def2/J DEFGRID3
* xyz 0 1
C -1.8556 -2.3074 3.4916
S -3.3556 -2.9404 2.9036
O -4.1086 -2.8844 4.1806
C -3.9556 -1.6084 1.8216
H -1.1816 -2.8634 4.1896
H -1.8856 -1.3014 3.8446
H -1.2066 -2.4884 2.5816
H -4.3986 -0.9404 2.4256
H -4.6886 -1.9244 1.3026
H -3.1156 -1.1364 1.3576
C -0.7236 -6.4344 -0.5244
S -1.9946 -5.1974 -0.9044
O -2.7016 -4.8864 0.3606
C -0.9516 -3.8474 -1.2844
H 0.0334 -6.8314 -1.3024
H -1.4066 -7.2994 -0.2294
H -0.1666 -6.1154 0.3256
H -0.1826 -4.0484 -2.0684
H -0.6126 -3.4464 -0.2154
H -1.7326 -3.2524 -1.6494
C -1.6066 -0.4294 -6.1094
S -1.8976 -0.7574 -4.4394
O -0.5956 -0.3334 -3.7174
C -3.0706 0.6246 -4.0594
H -1.1166 0.4206 -6.1114
H -2.5466 -0.1844 -6.6454
H -1.0206 -1.0054 -6.6804
H -3.3476 0.7406 -2.9764
H -4.1576 0.4546 -4.4104
H -2.4616 1.4996 -4.2784
C 3.3854 6.1856 -2.4254
S 2.5394 5.6946 -0.8974
O 2.4664 4.1486 -0.8364
C 3.8904 6.0406 0.2576
H 3.5234 7.2866 -2.5054
H 2.7604 6.2036 -3.0534
H 4.3864 5.5386 -2.6024
H 4.0384 5.7526 1.2146
H 3.7994 7.1106 0.4056
H 4.9334 5.8586 -0.0354
C 0.9294 -0.7424 -0.7034
S -0.4056 0.2336 0.0296
O -0.4426 -0.2944 1.4156
C 0.4594 1.8236 0.2396
H 1.2304 -0.3214 -1.4594
H 0.6474 -1.9064 -0.6864
H 1.6884 -0.6044 0.0536
H -0.3716 2.3816 0.5956
H 0.7214 2.0756 -0.8354
H 1.2484 2.0216 1.0716
C 2.7464 -0.0694 3.1346
S 1.2004 -0.0074 3.9356
O 1.3264 -0.9754 5.0846
C 1.4304 1.6676 4.5936
H 2.9044 -1.0794 2.5576
H 3.5224 0.0506 3.7736
H 2.7304 0.6296 2.2646
H 2.3534 1.7996 5.0276
H 0.7964 1.8346 5.2956
H 1.5734 2.3866 3.9116
*
```

Computed properties:
LUMO energy: 0.282 eV
gap between HOMO and LUMO: 7.693 eV

Löwdin population analysis, charges in e, atoms 1 to 5: -0.31 0.83 -0.57 -0.19 0.08



(Q)
Below is a structure of composition C12H36O6S6, with properties calculated with the ωB97M-V functional and the def2-TZVPD basis.

Structure (ORCA input):
```
! wB97M-V def2-TZVPD RIJCOSX def2/J DEFGRID3
* xyz 0 1
C 0.7318 2.2210 -0.7312
S 1.1405 3.5060 -1.9789
O 1.4028 4.8001 -1.2164
C 2.8182 2.7788 -2.4556
H 0.6142 1.2031 -1.1027
H -0.1716 2.4137 -0.1526
H 1.5483 2.0461 -0.0305
H 3.5698 2.8202 -1.6672
H 3.3104 3.1540 -3.3529
H 2.6274 1.7436 -2.7383
C 0.6510 -1.4115 -2.8917
S 0.3358 -3.1639 -2.5020
O 1.6930 -3.8724 -2.4839
C -0.3205 -3.0863 -0.8126
H 1.1304 -1.1453 -3.8337
H 1.3881 -1.2158 -2.1130
H -0.2465 -0.7975 -2.8164
H -0.9501 -3.9462 -0.5838
H -1.0190 -2.2794 -0.5911
H 0.5443 -3.2062 -0.1600
C -4.7276 -1.4224 -1.9276
S -3.1884 -0.6192 -2.5722
O -2.0345 -1.0037 -1.5669
C -3.1315 -1.7823 -3.9752
H -4.9491 -0.8701 -1.0143
H -4.6591 -2.4956 -1.7497
H -5.4489 -1.2286 -2.7215
H -2.1180 -1.7740 -4.3763
H -3.9284 -1.5172 -4.6699
H -3.4691 -2.7639 -3.6426
C -0.9698 0.0851 -0.3204
S 0.6489 -0.8250 0.1151
O 1.5839 -0.3814 -0.9643
C 1.4265 0.2763 1.4071
H -1.2599 -0.1456 -1.3454
H -0.8388 1.1253 -0.0220
H -1.7585 -0.4387 0.2197
H 2.1547 -0.1513 2.0964
H 0.7210 0.7682 2.0767
H 1.9910 1.0585 0.8996
C 1.3218 -2.6742 2.7823
S 3.0560 -2.1350 3.2219
O 3.2678 -0.9547 2.3076
C 2.6937 -1.4277 4.8925
H 1.2152 -2.5307 1.7070
H 0.7120 -2.0136 3.3987
H 1.0346 -3.6758 3.1021
H 1.9820 -0.6023 4.8725
H 3.5300 -1.2371 5.5651
H 2.3563 -2.3215 5.4173
C -0.8403 2.5664 3.4217
S 0.1885 3.5126 2.2331
O 1.3512 2.7347 1.6884
C -1.1166 3.6775 0.8858
H -0.2759 2.2659 4.3044
H -1.3194 1.7845 2.8324
H -1.6902 3.1297 3.8068
H -1.7341 2.8028 0.6812
H -0.6654 4.2422 0.0699
H -1.9099 4.4000 1.0778
*
```

Computed properties:
LUMO energy: -0.064 eV
gap between HOMO and LUMO: 7.361 eV

Löwdin population analysis, charges in e, atoms 1 to 5: -0.33 0.88 -0.59 -0.23 0.01



Verdict on stability: (Q) comes out at the bottom.